This record from the OMol25 dataset describes 8 unconnected molecules or ions with the total composition C17H30N10O5. The level of theory is ωB97M-V with the def2-TZVPD basis set.

Geometry (Å):
O -1.808077 -1.614155 -2.765802
O -0.671047 0.279955 -0.005022
O 6.549853 -3.137595 -0.828502
O -6.277377 4.897015 -0.578342
O -1.209147 2.957255 -0.147412
N 5.403743 -2.343855 0.895518
N 3.565143 -1.741185 -1.584062
N -2.036167 2.863015 3.842518
N 1.549153 -0.088455 0.274218
N -3.285987 -0.245825 -3.571132
N -3.195807 -2.578955 1.328088
N -3.641137 -1.143115 -1.624372
N 1.901113 0.840415 3.183298
N 7.389773 -3.311735 1.156828
N 0.547043 -1.329175 -1.047442
C -4.860347 3.022855 -0.359662
C -2.453937 3.430685 -0.449912
C 4.228373 -2.258905 -2.403332
C 2.477183 1.844955 3.335888
C -5.072787 4.446855 -0.494742
C -4.024927 5.209465 -0.761352
C 6.484803 -2.925435 0.336658
C -2.689087 4.763495 -0.705402
C 5.047603 -2.880985 -3.476392
C -1.658327 -4.434425 0.288158
C -2.513617 -3.399125 0.876438
C -2.894567 -0.993155 -2.680872
C -2.168997 1.821485 3.451258
C -3.549067 2.518165 -0.442162
C 0.416193 -0.293475 -0.273722
C -2.258317 0.459165 2.941828
C 3.191193 3.133275 3.602668
H 5.846253 -3.445655 -2.995352
H -1.046117 2.020715 -0.013622
H 1.448143 -1.701515 -1.311032
H -5.655887 2.298635 -0.454592
H -6.977667 4.267075 -0.392972
H -2.308997 -5.223205 -0.089412
H -2.741957 -0.270415 -4.421732
H -3.293347 1.475245 -0.326782
H 3.925703 3.303375 2.815478
H 4.655053 -2.215225 0.229918
H -2.782857 0.338785 1.993958
H -0.182287 -1.642275 -1.672062
H -3.409397 -1.579115 -0.743302
H 2.544803 4.008715 3.664968
H -1.205887 -3.793995 -0.468982
H 3.702983 2.945965 4.546648
H 5.385643 -1.837495 1.769228
H -2.554107 -0.187445 3.767968
H 2.363033 -0.602075 -0.032202
H 8.258563 -3.720355 0.843218
H -4.575367 -0.759275 -1.623022
H -4.246227 0.065245 -3.606962
H -0.885937 -4.803875 0.962708
H 7.225383 -3.201115 2.147208
H 1.378283 0.370025 1.157788
H -4.224567 6.234385 -1.037192
H -1.837177 5.425995 -0.747072
H 4.406693 -3.591145 -3.998892
H -1.226157 0.147925 2.780948
H 5.530953 -2.096425 -4.058582

Forces on the atoms, in the same order (eV/Å):
0.1 0.1 -0.1
0.9 -0.2 -0.1
0.1 -0.6 -4.0
-3.9 2.4 -0.2
0.3 2.3 -0.5
-1.5 0.6 0.3
1.8 -1.5 -2.2
0.4 3.5 1.4
3.0 3.1 3.3
-3.0 5.1 -6.8
0.7 -0.8 -0.6
-3.3 0.0 2.9
1.3 2.1 0.4
3.6 -1.1 3.8
-1.4 -3.7 -3.8
1.9 0.4 -1.0
-0.2 -1.9 0.4
-1.2 1.2 1.5
-1.2 -0.8 -0.2
1.2 -5.6 0.1
2.5 2.2 -0.4
-2.2 1.0 0.2
-0.2 -0.6 0.4
-0.3 0.1 1.2
-0.4 1.2 0.0
-0.8 0.4 1.4
5.4 -5.7 4.6
-0.6 -3.3 -1.7
-0.5 1.6 0.9
-3.7 -0.3 -0.6
1.0 -0.2 0.5
-0.1 -1.2 -0.1
-0.1 0.1 0.2
-0.6 -1.1 -0.1
0.0 0.3 0.4
-0.5 0.2 0.4
0.4 -0.2 0.1
0.4 0.0 -0.2
-0.3 0.2 0.1
-0.3 -0.2 -0.1
0.0 -0.1 0.1
0.0 0.4 0.3
-0.2 0.1 0.4
-0.5 0.5 -0.1
0.6 -0.1 -0.5
-0.2 -0.4 0.1
0.4 -0.8 -0.7
0.1 0.4 0.0
0.1 -0.3 -0.3
-0.7 -0.1 -0.3
-0.1 0.3 0.6
-0.4 0.2 0.0
0.2 0.1 0.1
0.3 0.2 -0.2
-0.3 0.1 0.1
0.4 -0.2 -0.2
1.4 0.2 0.2
0.1 0.3 0.1
-0.1 0.2 -0.2
0.1 0.4 -0.4
0.1 0.0 -0.4
-0.4 -0.2 -0.3

Summary:
Gap between HOMO and LUMO (hartree): 0.2715
M (u): 454.492
SMILES: Oc1ccc(O)cc1.NC(N)=O.NC(N)=O.NC(N)=O.CC#N.CC#N.CC#N.CC#N
Calculated total energy (hartree): -1589.5532

***

This record from the OMol25 dataset describes a single C11H11N3O molecule. The level of theory is ωB97M-V with the def2-TZVPD basis set.

Geometry (Å):
O -2.363178 -0.018054 -1.211488
N -0.717581 1.499111 -0.800955
N 1.660483 -1.199591 1.155679
N 2.025230 3.714809 0.026651
C 0.433142 1.939562 -0.359690
C 0.846357 3.229823 -0.473881
C 1.265788 1.048638 0.274959
C 0.841158 -0.270134 0.458416
C -2.689999 -1.421294 -1.454753
C 2.485790 1.522212 0.784362
C -1.173467 0.245439 -0.646761
C -0.331586 -0.676855 -0.027595
C -0.831349 -2.141245 0.055951
C -2.308586 -2.236635 -0.321060
C 2.773010 2.902642 0.747802
H 3.153636 0.917057 1.359202
H 3.509009 3.223885 1.531249
H -0.596470 -2.567055 1.003572
H 1.192058 -2.011840 1.614600
H 0.232419 4.006757 -0.932592
H -2.745721 -1.768817 0.570006
H -2.189456 -1.742142 -2.378692
H -3.770935 -1.505341 -1.677612
H 2.224498 -0.698199 1.823945
H -0.296977 -2.755354 -0.643391
H -2.627272 -3.237382 -0.477922

Forces on the atoms, in the same order (eV/Å):
-0.5 -0.6 -0.1
-4.5 -1.1 -1.5
-0.6 0.1 0.2
-2.4 0.4 -0.3
-0.1 -1.8 0.5
2.5 3.5 0.1
2.7 0.0 1.0
1.3 -1.9 1.3
-0.1 1.3 -1.7
-0.1 1.6 0.5
2.1 3.3 -1.0
-2.6 -2.9 -0.5
0.5 1.0 -1.4
0.8 0.6 2.8
0.1 -2.8 1.1
0.3 -0.4 0.2
-0.3 0.4 -1.6
-0.3 -0.3 1.0
0.4 1.3 -0.8
0.0 -0.5 -0.2
-0.9 -0.5 -0.1
0.2 0.2 0.1
0.5 0.5 0.3
0.2 -0.3 0.1
0.8 -0.2 -0.6
-0.3 -1.0 0.2

Summary:
Gap between HOMO and LUMO (hartree): 0.3050
M (u): 201.229
SMILES: Nc1c2c(nc3cnccc13)OCCC2
Calculated total energy (hartree): -665.2531
Energy above the lowest of the compared OMol25 structures with the same formula, charge and spin (eV): 0.000

***

This record from the OMol25 dataset describes a molecular structure, C39H45FN6O3PPb. The level of theory is ωB97M-V with the def2-TZVPD basis set.

Geometry (Å):
Pb -1.221092 0.236765 1.051433
P 1.065608 -2.114003 -0.024865
F 4.477899 3.901666 -0.741849
O 0.573645 -0.719117 5.050880
O -0.485393 -0.442541 3.109423
O 0.658216 1.719281 1.500762
N 8.941156 4.803266 0.973940
N -3.482837 1.050434 -1.281171
N 6.609643 3.911608 1.050418
N -2.818734 2.283245 -1.054864
N 3.710831 1.601221 4.190250
N 0.065531 -0.944469 -0.117785
C 3.068620 2.767419 0.767001
C 3.508274 -1.219614 0.991069
C -2.692603 3.058778 -3.366591
C 1.630830 -1.493078 -2.652180
C 0.444300 -0.202528 3.947813
C 5.149927 2.778509 2.625609
C 6.568997 5.377765 1.094609
C 3.079994 -3.164828 -1.710196
C -3.151721 3.407055 -1.955051
C 5.124976 2.838433 5.887058
C 7.958191 5.908509 0.713972
C 5.338583 3.327721 1.377984
C 2.371520 -1.985093 1.248109
C 2.303757 -1.595085 -3.863405
C 2.201119 -2.540123 2.514054
C 3.361845 -2.481619 -3.997038
C 4.300305 -1.609104 3.227454
C -2.356272 4.596307 -1.428202
C 2.012991 -2.278938 -1.571711
C 4.275528 3.325975 0.467644
C 1.534610 0.784395 3.524634
C 3.914742 2.204100 2.962219
C 4.396433 1.744812 6.611378
C 4.765073 1.566189 5.174818
C -1.031555 -3.888756 0.026404
C 1.084767 -4.895907 0.550168
C 7.247442 3.452140 -0.182129
C 2.877210 2.193165 2.027294
C 8.755411 3.678770 -0.013330
C 3.162555 -2.355312 3.498320
C 0.468042 -6.132203 0.665017
C 0.338525 -3.763207 0.230774
C 1.579976 1.548170 2.315329
C 2.583352 0.877395 4.386675
C -1.649774 -5.126120 0.139246
C -4.645484 3.744070 -1.951061
C 4.468084 -1.032211 1.975111
C -0.900259 -6.248937 0.457609
C 3.751678 -3.266393 -2.918350
H 9.269427 2.812142 0.396137
H -4.473739 1.167341 -1.476135
H 3.353304 1.911796 6.840048
H -4.842846 4.609760 -2.585313
H 3.882943 -2.566172 -4.942356
H 8.247819 6.775115 1.302683
H -1.289393 4.368519 -1.430159
H -5.251702 2.922611 -2.338296
H 8.041790 6.155842 -0.342068
H 9.237515 3.978165 -0.941686
H -1.607859 -3.005879 -0.224514
H 1.998149 -0.984345 -4.703545
H 6.305459 5.681309 2.107278
H 1.054989 -7.004599 0.921465
H -3.029955 2.554375 -0.100001
H -3.262582 2.223667 -3.777886
H -4.987226 3.981628 -0.940777
H 4.552882 3.718979 5.626535
H 1.315386 -3.116954 2.739378
H 3.648825 -0.780103 0.009460
H -1.634502 2.791919 -3.365762
H -3.055236 0.598829 -2.079205
H -2.837811 3.911215 -4.031705
H 4.933536 1.151859 7.336653
H 5.825848 5.795436 0.406919
H -2.530930 5.478446 -2.045067
H 2.254405 2.750993 0.054183
H 5.560648 0.869197 4.936795
H 9.901151 5.142869 0.959112
H 5.975790 2.768485 3.322325
H -1.380910 -7.214397 0.548593
H 8.742365 4.425081 1.902310
H 3.011684 -2.791263 4.476705
H 4.576149 -3.960425 -3.021622
H 3.395028 -3.775778 -0.872528
H 6.166835 3.011770 6.119045
H -2.654463 4.840581 -0.405159
H 6.873231 3.964164 -1.072114
H 7.056582 2.388798 -0.308138
H 2.149638 -4.818636 0.730016
H 0.803678 -0.806282 -2.519463
H 2.516283 0.323234 5.313585
H 5.062536 -1.483594 3.987858
H -2.716503 -5.211999 -0.021633
H 5.353230 -0.442427 1.761564

Forces on the atoms, in the same order (eV/Å):
-0.1 0.1 0.1
0.1 0.1 0.0
0.0 0.0 0.0
0.0 0.0 0.0
0.1 0.0 0.0
0.0 0.0 0.0
0.0 0.0 0.0
0.0 -0.1 -0.1
-0.1 0.2 0.0
0.0 0.0 0.0
0.0 0.0 0.0
-0.1 -0.1 -0.1
0.0 0.0 0.0
0.0 0.0 0.0
0.0 0.0 0.0
0.0 0.0 0.0
0.0 0.0 0.0
0.0 -0.1 0.0
0.0 0.0 -0.1
0.0 0.0 0.0
0.0 0.0 0.0
0.0 0.0 0.0
0.0 0.0 0.0
0.0 0.0 0.0
0.0 0.0 0.0
0.0 0.0 0.0
0.1 0.1 0.0
0.0 0.0 0.0
0.0 0.0 0.0
0.0 0.0 0.0
0.0 0.0 0.0
0.0 0.0 0.0
0.0 -0.1 0.0
0.0 0.0 0.1
0.0 0.0 0.0
0.0 0.0 0.0
0.0 0.0 0.0
0.0 0.0 0.0
0.0 -0.1 0.1
0.0 0.0 0.0
0.0 0.0 0.0
0.0 0.0 0.0
0.0 0.0 0.0
-0.1 0.0 0.0
0.0 0.0 0.0
0.1 0.0 0.0
0.0 0.0 0.0
0.0 0.0 0.0
0.0 0.0 0.0
0.0 0.0 0.0
0.0 0.0 0.0
0.0 0.0 0.0
0.0 0.0 0.0
0.0 0.0 0.0
0.0 0.0 0.0
0.0 0.0 0.0
0.0 0.0 0.0
0.0 0.0 0.0
0.0 0.0 0.0
0.0 0.0 0.0
0.0 0.0 0.0
0.0 0.0 0.0
0.0 0.0 0.0
0.0 0.0 0.0
0.0 0.0 0.0
0.0 0.0 0.0
0.0 0.0 0.0
0.0 0.0 0.0
0.0 0.0 0.0
-0.1 0.0 0.0
0.0 0.0 0.0
0.0 0.0 0.0
0.0 0.0 0.0
0.0 0.0 0.0
0.0 0.0 0.0
0.0 0.0 0.0
0.0 0.0 0.0
0.0 0.0 0.0
0.0 0.0 0.0
0.0 0.0 0.0
0.0 0.0 0.0
0.0 0.0 0.0
0.0 0.0 0.0
0.0 0.0 0.0
0.0 0.0 0.0
0.0 0.0 0.0
0.0 0.0 0.0
0.0 0.0 0.0
0.0 0.0 0.0
0.0 0.0 0.0
0.0 0.0 0.0
0.0 0.0 0.0
0.0 0.0 0.0
0.0 0.0 0.0
0.0 0.0 0.0
0.0 0.0 0.0

Summary:
Gap between HOMO and LUMO (hartree): 0.2391
M (u): 903.000
Calculated total energy (hartree): -2701.2426
Energy above the lowest of the compared OMol25 structures with the same formula, charge and spin (eV): 0.703
Net charge: +1

***

This record from the OMol25 dataset describes 2 unconnected molecules or ions with the total composition C3H7NO. The level of theory is ωB97M-V with the def2-TZVPD basis set.

Geometry (Å):
O -0.708700 -1.359689 -0.040793
N 1.075136 0.923339 1.644382
C -0.767358 -0.953634 -1.174499
C 2.089746 0.444901 2.227343
C -1.684887 0.146226 -1.583113
H -1.178020 1.106057 -1.403502
H 2.558100 1.028845 3.018413
H -0.143460 -1.373776 -1.973422
H 0.750128 0.258568 0.935410
H 2.519663 -0.527381 1.984472
H -1.920420 0.148926 -2.646200
H -2.589928 0.157619 -0.988490

Forces on the atoms, in the same order (eV/Å):
0.3 -0.1 -0.2
0.1 -0.2 -0.2
-0.5 0.1 0.3
-0.2 0.2 0.0
0.0 0.8 -0.3
0.0 -0.2 0.1
0.1 -0.1 0.0
0.3 -0.2 -0.1
-0.1 0.1 0.2
0.1 0.0 0.1
0.0 -0.2 0.0
-0.1 -0.1 0.1

Summary:
Gap between HOMO and LUMO (hartree): 0.4055
M (u): 73.095
SMILES: CC=O.C=N
Calculated total energy (hartree): -248.4520
Energy above the lowest of the compared OMol25 structures with the same formula, charge and spin (eV): 2.028